No. 1
71
Properties=species:S:1:pos:R:3 method="wB97M-V/def2-TZVPD" gap_ev="6.4 / 6.5" multiplicity=2 charge=-1 energy_ev=-182190.6910 e_above_lowest_ev=1.228
Cr 0.97723 -1.00267 0.31191
S 3.39943 -0.79277 -0.10929
S 4.22743 -1.58377 1.58231
S 2.93063 -1.03527 3.09641
S 1.15913 -1.91037 2.57251
C -4.17647 -1.60247 0.62461
C -2.77217 -1.29257 1.13701
C -2.31967 -2.42547 2.05731
P -1.42657 -0.88977 -0.13589
C -1.99867 -1.50747 -1.83409
C -3.10507 -0.71547 -2.52629
C -0.75197 -1.50457 -2.72129
C -1.63997 0.90413 -0.29189
C -2.84657 1.57623 -0.41649
C -2.90897 2.95753 -0.50359
C -4.22377 3.66673 -0.64809
C -1.71437 3.67153 -0.42829
C -0.50917 3.03323 -0.27139
C -0.42347 1.62363 -0.19879
N 0.73113 0.95513 -0.00569
C 1.85743 1.74413 0.29341
C 2.10993 2.08873 1.62741
C 1.11003 1.74003 2.68801
C 3.26953 2.78213 1.92901
C 4.14843 3.19563 0.93891
C 5.40043 3.94473 1.29601
C 3.82983 2.93413 -0.38629
C 2.70193 2.20743 -0.72369
C 2.33183 1.91863 -2.14709
H -4.80127 -1.90097 1.46751
H -4.16127 -2.42377 -0.08909
H -4.64707 -0.74037 0.15991
H -2.80417 -0.36897 1.73311
H -2.49717 -3.39677 1.60011
H -2.87507 -2.38507 2.99421
H -1.25817 -2.34467 2.29011
H -2.33697 -2.54227 -1.70039
H -2.81437 0.32513 -2.65559
H -4.04067 -0.74967 -1.97649
H -3.28177 -1.14357 -3.51479
H -0.37947 -0.48557 -2.84269
H -0.98907 -1.90237 -3.70859
H 0.04173 -2.11037 -2.28019
H -3.76987 1.01903 -0.44509
H -5.01177 2.97303 -0.93249
H -4.16237 4.44843 -1.40409
H -4.51367 4.13763 0.29241
H -1.73697 4.75233 -0.48809
H 0.39693 3.61643 -0.19529
H 0.27743 2.44743 2.65761
H 1.56143 1.76613 3.67751
H 0.68923 0.74603 2.51791
H 3.48913 3.01583 2.96251
H 5.77393 3.61833 2.26291
H 5.20663 5.01673 1.35311
H 6.17253 3.77813 0.54861
H 4.47333 3.30263 -1.17369
H 3.12723 2.21243 -2.82769
H 1.41823 2.45773 -2.41149
H 2.13563 0.84923 -2.26649
Br 1.12913 -7.78417 -0.31059
C 1.10543 -5.86477 -0.25549
C 2.28913 -5.15837 -0.26259
C 2.24303 -3.77537 -0.21629
C 1.05543 -3.03417 -0.13869
C -0.10227 -3.81937 -0.16009
C -0.10357 -5.20277 -0.21729
H 3.23733 -5.67747 -0.29099
H 3.20003 -3.26807 -0.22739
H -1.07047 -3.33097 -0.11479
H -1.03287 -5.75397 -0.21789

No. 2
71
Properties=species:S:1:pos:R:3 method="wB97M-V/def2-TZVPD" gap_ev="4.7 / 4.6" multiplicity=2 charge=+3 energy_ev=-43403.5947 e_above_lowest_ev=5.063
Ir 0.00392 -0.33151 0.35538
C -2.62885 -0.73043 2.14094
N -2.49976 -0.55492 0.69248
C -3.06558 -1.71230 0.00350
C -3.05021 0.69471 0.25007
C -4.37432 0.78457 -0.14658
C -4.91014 1.98041 -0.60772
C -4.09339 3.09897 -0.69360
C -2.79096 3.04790 -0.24992
C -2.21413 1.86146 0.25951
N -0.95558 1.68349 0.73390
C -0.01378 2.57136 1.15119
C 0.03377 3.95626 0.86232
C 1.01615 4.77484 1.36939
C 1.98881 4.26503 2.21870
C 2.00562 2.90186 2.48877
C 1.05433 2.05110 1.95515
N 1.10353 0.63289 2.22860
C 0.49356 0.33233 3.52973
C 2.46505 0.09227 2.17646
H -3.68387 -0.86451 2.40639
H -2.08253 -1.61557 2.46395
H -2.25888 0.14143 2.67129
H -4.07054 -1.94200 0.37120
H -3.12983 -1.53323 -1.06695
H -2.44831 -2.59012 0.18799
H -5.02210 -0.07579 -0.08281
H -5.94637 2.03150 -0.90098
H -4.47698 4.02253 -1.09921
H -2.21261 3.94371 -0.35205
H -0.67254 4.40276 0.19132
H 1.01620 5.82115 1.10548
H 2.73071 4.91390 2.65672
H 2.77767 2.51919 3.13878
H 1.14102 0.68741 4.34006
H -0.47013 0.82678 3.62915
H 0.35881 -0.74216 3.65317
H 3.06736 0.42191 3.02772
H 2.43092 -0.99642 2.20995
H 2.95715 0.40728 1.25869
N -0.50468 -1.04914 -1.92160
C -0.49532 -2.48726 -1.99438
C -0.85561 -3.13712 -3.15383
C -0.72371 -4.52584 -3.27041
C -0.21745 -5.25706 -2.22552
C 0.12145 -4.63074 -1.00255
C 0.65063 -5.32672 0.10320
C 0.94746 -4.64872 1.26136
C 0.66820 -3.28162 1.33076
N 0.18559 -2.58718 0.31707
C -0.05451 -3.21889 -0.86576
H 0.30766 -0.69174 -2.42636
H -1.32245 -0.69075 -2.41299
H -1.21244 -2.56339 -3.99837
H -0.98624 -4.99970 -4.20364
H -0.06503 -6.32148 -2.33171
H 0.81965 -6.39131 0.03870
H 1.39874 -5.14667 2.10521
H 0.84590 -2.75572 2.26018
C 3.47428 2.39349 -3.42828
N 3.26221 1.53003 -2.28589
C 4.39322 0.84838 -1.69697
C 2.06035 1.35549 -1.78911
O 1.80104 0.60439 -0.82602
H 4.53685 2.47791 -3.63662
H 3.08104 3.39367 -3.24814
H 2.98721 1.98374 -4.31508
H 5.24660 0.90231 -2.36479
H 4.14429 -0.19660 -1.51457
H 4.66615 1.31158 -0.74730
H 1.26570 1.92656 -2.28471